[1]
Formula: C4H8O2
Source: the OMol25 dataset
Level of theory: wB97M-V/def2-TZVPD

XYZ file:
```
14
Properties=species:S:1:pos:R:3:nbo_charge:R:1
O 1.53 1.11 0.73 -0.715
C 1.29 -0.07 -0.03 -0.096
C -0.13 -0.13 -0.44 -0.176
C -0.98 0.54 -1.50 -0.075
O -2.11 -0.27 -1.04 -0.499
C -1.24 -0.80 -0.11 0.164
H 2.47 1.14 0.90 0.466
H 1.53 -0.97 0.55 0.177
H 1.93 -0.08 -0.93 0.172
H -0.21 -0.14 2.40 0.015
H -1.20 1.60 -1.38 0.198
H -0.75 0.29 -2.55 0.191
H -0.56 -0.65 2.81 -0.019
H -1.57 -1.56 0.59 0.198
```

As for the charge: 0. As for the molar mass: 88.1 g/mol.

***

[2]
Formula: C21H54O11
Source: the OMol25 dataset
Level of theory: wB97M-V/def2-TZVPD

XYZ file:
```
86
Properties=species:S:1:pos:R:3:lowdin_charge:R:1
C -2.39 1.43 2.60 -0.090
C -1.11 0.69 3.05 -0.247
C -1.39 -0.68 3.68 -0.179
C -0.13 -1.50 3.99 -0.161
O -0.03 -2.75 3.30 -0.028
C 0.19 -2.73 1.96 -0.306
C 1.27 -1.84 1.36 -0.044
O 0.89 -1.91 -0.03 0.041
C -0.44 -2.14 -0.09 -0.551
O -1.09 -2.17 -1.10 0.149
O -0.95 -2.34 1.15 0.112
H -3.26 0.77 2.69 0.070
H -2.54 2.35 3.16 0.048
H -2.31 1.71 1.55 0.073
H -0.57 1.29 3.79 0.110
H -0.43 0.59 2.20 0.091
H -2.08 -1.27 3.07 0.112
H -1.91 -0.50 4.63 0.117
H 0.78 -0.91 3.82 0.108
H -0.11 -1.78 5.05 0.128
H 0.43 -3.76 1.67 0.183
H 2.30 -2.17 1.54 0.126
H 1.23 -0.78 1.62 0.128
C 2.18 0.62 -3.20 -0.088
C 3.30 -0.06 -2.45 -0.318
O 3.13 0.00 -1.03 -0.089
H 2.10 1.66 -2.90 0.079
H 2.34 0.58 -4.28 0.059
H 1.22 0.13 -2.99 0.076
H 4.26 0.43 -2.65 0.108
H 3.39 -1.11 -2.76 0.109
H 2.29 -0.43 -0.83 0.041
C -0.94 -5.16 -3.51 -0.086
C -2.33 -5.61 -3.11 -0.318
O -2.58 -5.39 -1.72 -0.083
H -0.19 -5.67 -2.91 0.061
H -0.74 -5.36 -4.56 0.075
H -0.83 -4.08 -3.34 0.068
H -2.44 -6.69 -3.27 0.094
H -3.09 -5.11 -3.71 0.110
H -2.49 -4.44 -1.55 0.067
C -3.75 5.77 3.57 -0.082
C -2.30 5.53 3.94 -0.324
O -1.60 4.82 2.93 -0.084
H -4.26 4.82 3.39 0.075
H -4.28 6.30 4.36 0.078
H -3.81 6.36 2.65 0.052
H -2.23 4.92 4.84 0.110
H -1.79 6.48 4.14 0.101
H -1.62 5.34 2.12 0.078
C 5.25 -0.64 3.64 -0.085
C 4.06 -1.30 4.32 -0.310
O 3.50 -2.35 3.54 -0.093
H 4.96 -0.25 2.66 0.077
H 5.63 0.18 4.24 0.076
H 6.05 -1.36 3.49 0.074
H 3.25 -0.58 4.46 0.104
H 4.34 -1.67 5.31 0.110
H 4.19 -3.02 3.41 0.088
C 2.49 4.22 -6.84 -0.094
C 2.30 2.73 -6.63 -0.326
O 1.19 2.44 -5.78 -0.090
H 2.64 4.72 -5.89 0.076
H 3.36 4.41 -7.47 0.073
H 1.62 4.66 -7.33 0.071
H 3.17 2.30 -6.14 0.106
H 2.17 2.22 -7.59 0.109
H 0.40 2.80 -6.19 0.081
C 0.33 -9.11 -2.76 -0.087
C -1.06 -9.57 -2.37 -0.326
O -1.34 -9.33 -1.00 -0.079
H 1.08 -9.61 -2.16 0.075
H 0.53 -9.31 -3.82 0.074
H 0.44 -8.03 -2.60 0.056
H -1.16 -10.64 -2.52 0.110
H -1.82 -9.07 -2.99 0.096
H -1.29 -8.38 -0.84 0.077
C -3.74 9.02 1.13 -0.091
C -2.29 8.75 1.50 -0.322
O -1.62 7.98 0.51 -0.081
H -4.27 8.08 0.97 0.068
H -4.24 9.58 1.92 0.077
H -3.80 9.61 0.22 0.073
H -2.23 8.15 2.42 0.088
H -1.76 9.69 1.68 0.111
H -1.63 8.47 -0.31 0.081
```

Its SMILES is CCCCO[C@@H]1COC(=O)O1.CCO.CCO.CCO.CCO.CCO.CCO.CCO. As for the charge: 0. As for the molar mass: 482.7 g/mol.

***

[3]
Formula: C31H38FN5O3PtSi
Source: the OMol25 dataset
Level of theory: wB97M-V/def2-TZVPD

XYZ file:
```
80
Properties=species:S:1:pos:R:3:lowdin_spin:R:1
Pt -0.06 -0.35 0.36 1.367
C 0.56 -2.39 -2.91 0.004
O 0.88 -2.07 -1.56 0.068
C 2.18 -2.19 -1.18 0.075
C 3.23 -2.47 -2.03 -0.009
C 4.51 -2.67 -1.53 0.093
C 4.74 -2.62 -0.16 0.001
C 3.71 -2.35 0.70 0.066
C 2.41 -2.08 0.22 0.038
N 1.40 -1.76 1.10 0.458
N 1.59 -2.17 2.30 0.098
C 1.23 -1.80 3.48 0.137
C 0.38 -0.56 3.71 0.025
O 0.80 0.37 2.75 0.080
C 0.50 -0.04 5.11 0.036
C 1.10 -0.72 6.09 -0.003
C 1.74 -2.00 5.88 0.047
C 2.38 -2.67 6.91 -0.008
C 3.03 -3.87 6.67 0.065
C 3.01 -4.45 5.40 -0.005
C 2.39 -3.79 4.37 0.046
C 1.76 -2.55 4.58 0.019
H 0.96 -3.37 -3.18 0.001
H 0.94 -1.63 -3.59 0.000
H -0.53 -2.42 -2.96 0.000
H 3.07 -2.54 -3.10 -0.002
H 5.32 -2.87 -2.20 0.005
H 5.72 -2.82 0.23 -0.001
H 3.86 -2.30 1.77 0.004
H 0.03 0.91 5.29 0.002
H 1.15 -0.30 7.09 -0.001
H 2.37 -2.25 7.90 -0.001
H 3.56 -4.35 7.48 0.003
H 3.49 -5.39 5.23 -0.001
H 2.38 -4.21 3.37 0.004
C -1.10 -0.95 3.47 0.026
Si 0.66 1.96 2.34 0.053
C 2.41 2.42 1.76 0.012
C -0.17 3.12 3.60 0.010
N -0.40 1.71 0.97 0.508
C -1.19 2.58 0.35 0.090
C -0.89 3.96 0.18 0.111
C -1.76 4.80 -0.47 0.004
C -2.98 4.33 -0.96 0.167
C -3.34 3.00 -0.77 -0.012
C -2.46 2.17 -0.14 0.128
F -2.80 0.89 0.14 0.032
H -1.37 -1.79 4.11 0.001
H -1.24 -1.24 2.41 0.006
H -1.75 -0.11 3.69 0.002
H 3.13 2.25 2.55 0.002
H 2.46 3.47 1.48 0.000
H 2.72 1.83 0.89 0.000
H 0.43 3.21 4.50 0.001
H -1.16 2.78 3.88 0.000
H -0.27 4.12 3.18 0.002
H 0.07 4.31 0.53 0.003
H -1.50 5.84 -0.61 -0.002
H -3.66 5.00 -1.46 0.008
H -4.30 2.63 -1.10 -0.003
C -4.06 -0.98 -2.35 0.001
N -2.68 -1.12 -1.94 0.003
C -2.53 -1.89 -0.72 0.009
C -1.72 -0.26 -2.38 0.011
O -0.78 0.17 -1.67 0.099
N -1.77 0.15 -3.67 0.007
C -0.96 1.29 -4.08 0.001
C -2.34 -0.65 -4.74 0.002
H -4.66 -0.71 -1.48 0.000
H -4.46 -1.91 -2.76 0.000
H -4.17 -0.18 -3.08 0.000
H -2.86 -2.91 -0.90 0.000
H -3.15 -1.47 0.08 0.000
H -1.48 -1.91 -0.39 0.006
H -0.75 1.90 -3.21 0.000
H -1.53 1.88 -4.80 0.000
H -0.02 0.98 -4.53 0.000
H -2.46 -1.68 -4.43 0.000
H -1.66 -0.62 -5.60 0.000
H -3.30 -0.26 -5.07 0.000
```

As for the spin multiplicity: 5. As for the charge: +2. As for the molar mass: 770.8 g/mol.

***

[4]
Formula: C4H7NO
Source: the OMol25 dataset
Level of theory: wB97M-V/def2-TZVPD

XYZ file:
```
13
Properties=species:S:1:pos:R:3:nbo_charge:R:1
C -0.92 -0.77 -1.23 -0.399
N 0.51 -0.09 -0.48 -0.302
C 0.26 -1.19 0.28 -0.128
C 0.40 1.15 0.00 -0.265
C 0.67 1.46 1.38 0.333
O 0.62 2.56 1.89 -0.575
H -0.88 -1.80 -1.58 0.219
H -0.86 -0.11 -2.10 0.229
H -1.82 -0.54 -0.65 0.218
H 0.01 -1.10 1.34 0.186
H 0.62 -2.14 -0.09 0.196
H 0.36 1.96 -0.73 0.201
H 1.04 0.59 1.97 0.087
```

As for the charge: 0. As for the molar mass: 85.1 g/mol.

***

Energy above the lowest of the compared OMol25 structures with the same formula, charge and spin / kcal per mole: 89.1, 0.0, 4.9, 126.7
Electronic energy / eV: -8369.4180, -45173.2364, -60182.2975, -7794.1506